No. 1
Density functional theory data (ωB97M-V with the def2-TZVPD basis set) for a 3-piece molecular cluster, C3H12NO overall in a non-equilibrium geometry.

The calculation puts the max |F| at 3.752 eV/Å. Its total energy is -250.93212 a.u. The energy above the lowest of the compared OMol25 structures with the same formula, charge and spin is 212.24 kcal per mole. Its total charge is +1. For the HOMO-LUMO gap, the calculation gives 0.1691 hartree.

Each line ends with the natural charge from an NBO analysis.
Cartesian coordinates (Å):
C -1.132 -1.170 1.370  -0.51
C 0.372 -1.551 1.452  -0.59
N 0.997 0.876 -1.346  -0.40
C -0.071 1.160 -2.382  -0.50
H -1.752 -1.955 1.740  0.25
H -1.052 -0.208 1.859  0.28
H -1.297 -1.071 0.332  0.21
H 0.960 -0.931 2.075  0.23
H 0.558 -2.579 1.745  0.25
H 0.764 -1.287 0.479  0.20
H 1.943 1.089 -1.697  0.41
H 0.040 2.098 -3.064  0.28
H -1.115 1.143 -1.870  0.26
H -0.128 0.325 -3.098  0.30
H 0.794 1.039 -0.321  0.41
H 0.027 1.940 1.588  0.48
O 0.091 1.083 1.138  -0.55

No. 2
Density functional theory data (ωB97M-V with the def2-TZVPD basis set) for a 2-piece molecular cluster, C3H12NO overall in a non-equilibrium geometry.

The calculation puts the max |F| at 2.118 eV/Å. Its total energy is -251.24300 a.u. The energy above the lowest of the compared OMol25 structures with the same formula, charge and spin is 17.16 kcal per mole. Its total charge is +1. For the HOMO-LUMO gap, the calculation gives 0.4370 hartree.

Each line ends with the natural charge from an NBO analysis.
Cartesian coordinates (Å):
C -0.332 -0.261 0.098  -0.22
C 0.527 -0.555 -1.098  -0.44
C 0.350 0.535 -2.147  -0.63
N -0.380 -1.559 0.943  -0.68
H 0.017 0.555 0.745  0.27
H -1.345 -0.019 -0.221  0.23
H 0.167 -1.488 -1.530  0.20
H 1.584 -0.744 -0.908  0.23
H 0.324 1.525 -1.673  0.22
H 1.172 0.647 -2.868  0.25
H -0.485 0.497 -2.837  0.23
H -0.780 -2.326 0.412  0.45
H 0.595 -1.737 1.192  0.44
H -0.798 -1.369 1.856  0.45
H -0.689 2.677 2.470  0.49
H 0.424 1.845 3.082  0.49
O -0.352 1.775 2.486  -0.97

No. 3
Density functional theory data (ωB97M-V with the def2-TZVPD basis set) for a 2-piece molecular cluster, C3H12NO overall in a non-equilibrium geometry.

The calculation puts the max |F| at 1.665 eV/Å. Its total energy is -251.24158 a.u. The energy above the lowest of the compared OMol25 structures with the same formula, charge and spin is 18.06 kcal per mole. Its total charge is +1. For the HOMO-LUMO gap, the calculation gives 0.4225 hartree.

Each line ends with the natural charge from an NBO analysis.
Cartesian coordinates (Å):
C -1.903 2.108 -0.641  -0.41
N -1.333 0.735 -0.791  -0.69
H -2.475 2.401 -1.516  0.24
H -1.076 2.733 -0.521  0.23
H -2.584 2.118 0.201  0.24
H -2.020 -0.004 -0.896  0.43
H -0.692 0.591 -1.574  0.43
H -0.752 0.485 0.051  0.47
C 1.624 -0.955 0.872  -0.06
O 0.342 -0.320 1.072  -0.78
C 1.530 -1.772 -0.396  -0.64
H 1.897 -1.523 1.743  0.19
H 2.403 -0.200 0.745  0.18
H 0.341 0.156 1.915  0.50
H 1.580 -1.094 -1.249  0.20
H 0.656 -2.415 -0.437  0.22
H 2.414 -2.376 -0.519  0.25

No. 4
Density functional theory data (ωB97M-V with the def2-TZVPD basis set) for a 2-piece molecular cluster, C3H12NO overall in a non-equilibrium geometry.

The calculation puts the max |F| at 3.550 eV/Å. Its total energy is -251.20930 a.u. The energy above the lowest of the compared OMol25 structures with the same formula, charge and spin is 38.31 kcal per mole. Its total charge is +1. For the HOMO-LUMO gap, the calculation gives 0.4411 hartree.

Each line ends with the natural charge from an NBO analysis.
Cartesian coordinates (Å):
C -0.560 2.243 1.622  -0.25
O 0.713 1.468 1.188  -0.82
H -1.145 1.397 1.965  0.20
H -0.773 2.849 0.734  0.22
H -0.165 2.783 2.511  0.20
H 1.372 1.787 1.810  0.49
C -0.866 -1.796 -1.455  -0.65
C 0.057 -0.595 -1.229  -0.23
N 0.939 -0.883 -0.036  -0.70
H -1.698 -1.578 -2.087  0.26
H -1.067 -2.331 -0.535  0.21
H -0.385 -2.534 -2.212  0.24
H -0.399 0.387 -1.065  0.23
H 0.642 -0.428 -2.123  0.24
H 0.328 -1.458 0.565  0.43
H 1.877 -1.317 -0.123  0.44
H 1.131 0.007 0.471  0.48

No. 5
Density functional theory data (ωB97M-V with the def2-TZVPD basis set) for a 3-piece molecular cluster, C3H12NO2 overall in a non-equilibrium geometry.

The calculation puts the max |F| at 1.530 eV/Å. Its total energy is -326.65784 a.u. The energy above the lowest of the compared OMol25 structures with the same formula, charge and spin is 4.36 kcal per mole. Its total charge is 0. Its spin multiplicity is 2. Its expectation value of S² is 0.753. For the HOMO-LUMO gap (alpha / beta), the calculation gives 0.2121 / 0.3600 hartree.

Each line ends with the natural charge from an NBO analysis.
Cartesian coordinates (Å):
C 1.113 -0.949 -1.545  -0.62
C 0.946 0.570 -1.764  -0.20
C -1.413 1.226 -2.192  -0.34
N -0.362 1.044 -1.330  -0.58
H 0.655 -1.467 -2.379  0.20
H 0.770 -1.199 -0.551  0.24
H 2.188 -1.164 -1.623  0.19
H 0.969 0.774 -2.838  0.19
H 1.679 1.086 -1.152  0.19
H -2.414 1.435 -1.878  0.17
H -1.254 1.153 -3.263  0.16
H -0.499 1.360 -0.387  0.40
H 0.992 -0.654 4.659  0.49
H 0.104 -1.836 4.240  0.48
O 0.226 -0.879 4.115  -0.95
H -1.564 -0.464 1.407  0.47
H -0.341 -0.530 2.336  0.49
O -0.603 -0.457 1.405  -0.97

No. 6
Density functional theory data (ωB97M-V with the def2-TZVPD basis set) for a 3-piece molecular cluster, C3H12NO2 overall in a non-equilibrium geometry.

The calculation puts the max |F| at 2.330 eV/Å. Its total energy is -326.46052 a.u. The energy above the lowest of the compared OMol25 structures with the same formula, charge and spin is 33.00 kcal per mole. Its total charge is +1. For the HOMO-LUMO gap, the calculation gives 0.3906 hartree.

Each line ends with the natural charge from an NBO analysis.
Cartesian coordinates (Å):
C 1.080 2.018 -0.056  -0.68
C -0.042 1.053 0.037  0.16
C -1.107 1.111 0.815  -0.38
N 0.307 -0.321 -0.509  -0.73
H 1.926 1.770 0.586  0.24
H 0.770 3.007 0.243  0.27
H 1.460 2.050 -1.083  0.24
H -2.057 0.594 0.696  0.23
H -1.213 1.742 1.694  0.24
H 1.267 -0.204 -0.822  0.44
H 0.191 -0.985 0.262  0.48
H -0.381 -0.607 -1.222  0.47
H 0.778 -2.046 2.458  0.50
H 2.152 -1.569 2.039  0.50
O 1.227 -1.542 1.768  -0.98
H -2.135 -2.185 -3.059  0.50
H -2.264 -2.237 -1.572  0.48
O -1.956 -1.649 -2.276  -0.96

No. 7
Density functional theory data (ωB97M-V with the def2-TZVPD basis set) for a 3-piece molecular cluster, C3H12NO2 overall in a non-equilibrium geometry.

The calculation puts the max |F| at 3.390 eV/Å. Its total energy is -326.44762 a.u. The energy above the lowest of the compared OMol25 structures with the same formula, charge and spin is 41.09 kcal per mole. Its total charge is +1. For the HOMO-LUMO gap, the calculation gives 0.3822 hartree.

Each line ends with the natural charge from an NBO analysis.
Cartesian coordinates (Å):
C -0.688 -1.035 1.846  -0.65
C -1.521 -0.280 0.869  -0.23
C -0.628 1.675 -0.407  0.14
N -0.607 0.396 -0.091  -0.40
H -0.305 -2.019 1.435  0.24
H 0.232 -0.414 2.061  0.23
H -1.121 -1.263 2.793  0.26
H -2.161 -1.017 0.252  0.25
H -2.177 0.559 1.230  0.23
H -0.357 2.080 -1.401  0.24
H -0.998 2.347 0.306  0.20
H 0.147 -0.080 -0.561  0.48
H 2.783 1.504 0.107  0.50
H 2.988 -0.070 -0.272  0.50
O 2.338 0.633 -0.060  -0.99
H 1.369 -0.788 -3.000  0.50
H 0.006 -1.289 -2.828  0.48
O 0.700 -0.939 -2.280  -0.96

No. 8
Density functional theory data (ωB97M-V with the def2-TZVPD basis set) for a 3-piece molecular cluster, C3H12NO3 overall in a non-equilibrium geometry.

The calculation puts the max |F| at 4.565 eV/Å. Its total energy is -401.66322 a.u. The energy above the lowest of the compared OMol25 structures with the same formula, charge and spin is 53.81 kcal per mole. Its total charge is +1. For the HOMO-LUMO gap, the calculation gives 0.3930 hartree.

Each line ends with the natural charge from an NBO analysis.
Cartesian coordinates (Å):
O 1.038 -1.916 1.167  -0.48
C 0.110 -1.337 1.695  0.39
C -0.798 -0.472 0.894  -0.36
N 0.070 0.573 0.255  -0.57
C 1.107 1.027 1.212  -0.46
H -0.145 -1.527 2.816  0.17
H -1.351 -1.036 0.018  0.25
H -1.717 -0.256 1.446  0.25
H 0.360 -0.015 -0.572  0.51
H -0.661 1.425 -0.096  0.50
H 0.586 1.388 2.058  0.23
H 1.618 2.033 0.806  0.25
H 1.920 0.242 1.285  0.27
H 1.131 -0.014 -3.184  0.50
H 2.007 -0.733 -2.195  0.49
O 1.268 -0.164 -2.235  -0.97
H -2.603 -0.082 -1.164  0.48
H -1.909 0.264 -2.561  0.50
O -2.032 0.599 -1.647  -0.97

No. 9
Density functional theory data (ωB97M-V with the def2-TZVPD basis set) for a 2-piece molecular cluster, C3H12NOS overall in a non-equilibrium geometry.

The calculation puts the max |F| at 2.124 eV/Å. Its total energy is -649.43500 a.u. The energy above the lowest of the compared OMol25 structures with the same formula, charge and spin is 9.82 kcal per mole. Its total charge is +1. For the HOMO-LUMO gap, the calculation gives 0.3712 hartree.

Each line ends with the natural charge from an NBO analysis.
Cartesian coordinates (Å):
C -0.679 2.053 0.705  -0.62
C -0.573 0.531 0.729  -0.07
C -1.532 -0.177 -0.228  -0.54
S -1.086 -1.917 -0.560  -0.05
N 0.853 0.071 0.664  -0.69
H -1.632 2.441 0.390  0.25
H 0.091 2.424 0.001  0.21
H -0.347 2.486 1.635  0.24
H -0.921 0.220 1.710  0.22
H -2.525 -0.134 0.207  0.26
H -1.640 0.341 -1.175  0.23
H -2.208 -2.421 -0.052  0.17
H 1.132 -0.416 1.512  0.45
H 0.930 -0.634 -0.079  0.44
H 1.557 0.763 0.368  0.47
H 2.757 1.451 -1.370  0.48
H 4.078 0.990 -0.822  0.51
O 3.164 1.156 -0.540  -0.97

No. 10
Density functional theory data (ωB97M-V with the def2-TZVPD basis set) for a 2-piece molecular cluster, C3H12NOS overall in a non-equilibrium geometry.

The calculation puts the max |F| at 4.867 eV/Å. Its total energy is -648.90910 a.u. The energy above the lowest of the compared OMol25 structures with the same formula, charge and spin is 36.57 kcal per mole. Its total charge is +2. Its spin multiplicity is 2. Its expectation value of S² is 0.753. For the HOMO-LUMO gap (alpha / beta), the calculation gives 0.3740 / 0.1932 hartree.

Each line ends with the natural charge from an NBO analysis.
Cartesian coordinates (Å):
C -1.014 0.465 -0.318  -0.21
C -1.004 0.775 1.255  -0.41
C -1.056 -0.613 2.145  -0.64
S -0.352 -2.097 1.406  0.71
N 0.470 0.620 -0.961  -0.70
H -1.497 1.205 -1.052  0.28
H -1.361 -0.532 -0.467  0.21
H 0.051 1.157 1.351  0.22
H -1.579 1.672 1.447  0.31
H -0.399 -0.456 3.018  0.33
H -2.059 -0.729 2.614  0.31
H -1.452 -2.874 1.683  0.22
H 0.527 1.392 -1.705  0.49
H 0.547 -0.248 -1.414  0.45
H 1.168 0.691 -0.202  0.44
H 2.582 -0.367 -3.527  0.48
H 3.684 0.075 -2.593  0.51
O 2.745 -0.137 -2.679  -0.98

No. 11
Density functional theory data (ωB97M-V with the def2-TZVPD basis set) for a 2-piece molecular cluster, C3H12NS2 overall in a non-equilibrium geometry.

The calculation puts the max |F| at 2.485 eV/Å. Its total energy is -972.37027 a.u. The energy above the lowest of the compared OMol25 structures with the same formula, charge and spin is 12.21 kcal per mole. Its total charge is +1. For the HOMO-LUMO gap, the calculation gives 0.3401 hartree.

Each line ends with the natural charge from an NBO analysis.
Cartesian coordinates (Å):
C 1.493 -2.518 0.467  -0.72
S 1.008 -1.347 -0.890  0.03
S 2.311 0.231 -0.602  0.15
C 1.436 1.174 0.690  -0.75
H 2.441 -2.982 0.161  0.25
H 1.626 -1.907 1.405  0.23
H 0.714 -3.303 0.489  0.24
H 0.972 0.470 1.445  0.22
H 2.140 1.745 1.214  0.25
H 0.669 1.822 0.336  0.20
C -1.911 1.581 -0.580  -0.43
N -1.770 0.116 -0.587  -0.70
H -2.966 1.831 -0.821  0.24
H -1.699 1.917 0.396  0.23
H -1.254 2.080 -1.283  0.25
H -2.147 -0.391 -1.404  0.44
H -2.268 -0.331 0.181  0.44
H -0.795 -0.187 -0.616  0.44

No. 12
Density functional theory data (ωB97M-V with the def2-TZVPD basis set) for a 3-piece molecular cluster, C3H12O2S overall in a non-equilibrium geometry.

The calculation puts the max |F| at 1.980 eV/Å. Its total energy is -670.13724 a.u. The energy above the lowest of the compared OMol25 structures with the same formula, charge and spin is 16.59 kcal per mole. Its total charge is 0. For the HOMO-LUMO gap, the calculation gives 0.3434 hartree.

Each line ends with the natural charge from an NBO analysis.
Cartesian coordinates (Å):
C -0.111 -0.166 0.083  -0.62
C -1.125 -0.935 -0.788  -0.55
S -0.536 -1.205 -2.460  0.21
C 0.569 -2.599 -2.191  -0.75
H -0.265 -0.287 1.119  0.21
H 0.859 -0.604 -0.144  0.20
H -0.144 0.902 -0.114  0.21
H -1.249 -1.920 -0.323  0.21
H -2.113 -0.507 -0.613  0.23
H 0.039 -3.466 -1.827  0.22
H 1.469 -2.404 -1.603  0.21
H 0.976 -2.720 -3.191  0.23
H 1.996 1.468 1.807  0.47
H 3.303 2.066 1.445  0.46
O 2.617 2.138 2.121  -0.93
H -1.837 4.026 2.648  0.47
H -2.275 3.075 1.542  0.47
O -2.175 3.140 2.490  -0.94

Q: Which of these has the lowest max |F|?
A: number 5

Q: The lowest max |F| belongs to which entry?
A: number 5